Entry 1:
{"formula": "C3HClF2", "method": "ωB97M-V with the def2-TZVPD basis set", "gap_ev": [8.24, 7.29], "e_above_lowest_kj_mol": 542.1, "species": ["C", "C", "C", "F", "F", "Cl", "H"], "xyz": [[-0.0447, 0.0781, 0.4269], [1.7642, 1.6244, -0.2057], [-0.8173, -0.9857, 0.1751], [-1.7909, -1.4509, 0.9894], [-0.9575, -1.5408, -1.0285], [1.9905, 1.7611, -1.7346], [-0.1444, 0.5139, 1.3774]], "forces_ev_per_angstrom": [[0.0, -0.9, -0.8], [-1.6, -1.3, 3.2], [0.0, 1.9, -0.7], [0.9, 0.1, -0.4], [0.2, -0.4, 0.4], [0.3, 0.1, -2.9], [0.2, 0.5, 1.1]]}



Entry 2:
{"formula": "C3HClF4N2", "method": "ωB97M-V with the def2-TZVPD basis set", "gap_ev": 10.79, "e_above_lowest_kj_mol": 122.0, "species": ["F", "C", "Cl", "C", "F", "F", "C", "F", "N", "N", "H"], "xyz": [[0.0654, -1.0457, -1.5346], [-0.1680, 0.2385, -1.1692], [-1.6999, 0.8663, -1.7864], [-0.1432, 0.1816, 0.3892], [-1.2342, -0.4620, 0.8229], [-0.3467, 1.4681, 0.8905], [1.0863, -0.3786, 0.9307], [2.1366, -0.2665, 0.0455], [1.1262, -1.5190, 1.8464], [1.4645, -0.3349, 2.2765], [0.5233, 0.7564, -1.4145]], "forces_ev_per_angstrom": [[-0.3, -0.4, -0.6], [-8.2, -6.2, 4.6], [0.5, -0.3, 0.2], [-3.0, 2.3, -0.6], [0.0, -1.0, 0.2], [0.8, -0.5, -0.5], [2.0, -1.7, 0.1], [-0.5, 0.0, 0.4], [1.0, 4.4, 0.4], [-1.0, -3.4, -0.3], [8.5, 6.7, -3.8]]}



Entry 3:
{"formula": "C3HClN2O3", "method": "ωB97M-V with the def2-TZVPD basis set", "gap_ev": [7.25, 7.26], "e_above_lowest_kj_mol": 49.6, "species": ["C", "C", "C", "N", "N", "O", "O", "O", "Cl", "H"], "xyz": [[1.5178, 0.2443, -0.0003], [0.7488, -0.7638, 0.0081], [-1.1688, 1.1709, -0.0017], [-0.2084, 1.9062, -0.0101], [-0.2997, -1.6177, 0.0036], [-0.7140, -1.9982, -1.0872], [-0.7508, -1.9740, 1.0859], [1.0503, 1.6773, -0.0077], [-2.7626, 1.0200, 0.0040], [2.5873, 0.3350, 0.0053]], "forces_ev_per_angstrom": [[-0.3, -1.2, 0.0], [-0.4, 2.0, 0.0], [2.3, -0.1, 0.0], [-1.2, -0.8, 0.0], [-0.3, -0.6, -0.1], [-0.2, -0.2, -0.1], [-0.2, -0.2, 0.2], [0.8, 1.1, 0.0], [-0.7, -0.3, 0.0], [0.1, 0.1, 0.0]]}



Entry 4:
{"formula": "C3HClNO3", "method": "ωB97M-V with the def2-TZVPD basis set", "charge": -1, "gap_ev": 7.53, "e_above_lowest_kj_mol": 320.9, "species": ["C", "C", "C", "N", "O", "O", "O", "Cl", "H"], "xyz": [[1.0037, 0.4236, 0.5154], [-0.1403, 1.1167, 0.1942], [0.3532, -1.5495, -0.0776], [-1.2860, 0.1810, 0.1844], [-0.4456, 2.3009, 0.0471], [0.8092, -2.6570, -0.0960], [-0.9370, -1.1948, 0.0633], [2.5323, 0.8022, -0.3142], [-1.8894, 0.5769, -0.5167]], "forces_ev_per_angstrom": [[1.3, -3.7, -1.4], [-1.1, -0.7, -0.1], [1.9, 4.3, 1.8], [1.6, 0.5, 1.4], [0.1, 0.1, -0.2], [-1.0, 1.0, -0.3], [-2.0, -0.8, -0.9], [-0.5, 0.2, 0.5], [-0.4, -1.0, -0.9]]}



Number 1: E_tot -774.5571 Ha. Number 2: E_tot -1083.9688 Ha. Number 3: E_tot -909.9829 Ha. Number 4: E_tot -855.5059 Ha.